# 1
44
Properties=species:S:1:pos:R:3:mulliken_charge:R:1 method="wB97M-V/def2-TZVPD" orbital_gap_ha=0.1764 total_charge=+1 multiplicity=1 de_lowest_ev=1.697 e_tot_ev=-24627.5016
C 3.54807 -2.26202 2.44960 -1.074
C 2.19990 -1.59182 2.42398 0.625
N 1.13011 -2.45772 2.27078 -0.158
C -0.18918 -2.06943 2.24987 0.230
C -0.72498 -0.89075 2.64086 -0.467
C -2.20976 -0.86682 2.48204 -0.689
C -2.48647 -2.10722 1.58501 -0.670
C -1.25771 -3.02861 1.73427 -0.650
O 2.04879 -0.37885 2.51441 -0.603
H 3.49118 -3.35188 2.51145 0.318
H 4.10656 -1.98081 1.55145 0.271
H 4.11088 -1.88505 3.30663 0.315
H 1.35172 -3.42392 2.07679 0.257
H -0.17285 -0.06703 3.08377 0.506
H -2.74093 -1.01315 3.43630 0.282
H -2.58905 0.06537 2.05038 0.307
H -3.42329 -2.60536 1.84335 0.344
H -2.57271 -1.77585 0.54510 0.248
H -0.97621 -3.53289 0.79897 0.345
H -1.48428 -3.81230 2.47794 0.292
C 0.41878 1.19259 -1.07033 -0.469
C 0.01313 2.53553 -0.82738 1.154
C 0.26887 3.04659 0.48698 -0.560
C -0.10243 4.33024 0.85011 -0.725
C -0.74242 5.16928 -0.07703 -0.309
C -0.99727 4.70388 -1.37385 -1.032
C -0.62461 3.41845 -1.75289 -0.035
C 0.29073 0.37159 -2.22701 1.240
C 0.78944 -0.96727 -2.11645 -0.494
C 0.71080 -1.86184 -3.17070 -0.715
C 0.12987 -1.46872 -4.38751 -0.321
C -0.36630 -0.16610 -4.53015 -1.029
C -0.28889 0.74273 -3.47984 -0.025
H 0.92586 0.71402 -0.22434 0.211
H 0.76916 2.37986 1.19346 0.454
H 0.10583 4.68142 1.86078 0.417
H -1.03640 6.17688 0.21138 0.406
H -1.49265 5.34983 -2.10176 0.410
H -0.83146 3.10123 -2.76847 0.410
H 1.23677 -1.25627 -1.16266 0.378
H 1.10246 -2.87168 -3.04664 0.411
H 0.06653 -2.17406 -5.21418 0.405
H -0.82091 0.14783 -5.47204 0.413
H -0.68466 1.74012 -3.63242 0.374

***

# 2
53
Properties=species:S:1:pos:R:3:mulliken_charge:R:1 method="wB97M-V/def2-TZVPD" orbital_gap_ha="0.2202 / 0.2179" total_charge=-1 multiplicity=1 de_lowest_ev=2.257 e_tot_ev=-79648.8026
Pd 0.03043 -0.67032 -0.13868 -0.031
S 1.50753 -0.84382 1.74182 -0.410
C 0.33593 -0.81822 3.02782 0.844
C -0.93537 -0.26782 2.85742 0.026
C -1.82847 -0.25742 3.90922 -0.783
C -1.46277 -0.77922 5.14192 -0.502
C -0.19967 -1.32632 5.30902 -0.412
C 0.69603 -1.35762 4.26142 -0.730
H -1.20857 0.15258 1.88322 0.091
H -2.81567 0.15718 3.76332 0.414
H -2.15397 -0.76182 5.97502 0.350
H 0.09313 -1.73312 6.26692 0.341
H 1.68013 -1.78862 4.38142 0.400
O 0.88423 -2.80152 -4.17338 -0.671
C 1.14373 -2.60502 -3.01508 0.273
O 0.28563 -2.80232 -2.03008 -0.343
C 2.53983 -2.15082 -2.55028 0.434
N 2.50753 -1.76892 -1.13778 -0.216
C 3.62383 -2.41362 -0.43978 -0.826
C 4.54753 -2.96292 -1.52958 -0.627
C 3.55313 -3.30652 -2.63418 -0.819
H 2.84563 -1.32262 -3.20298 0.319
H 0.71643 -2.53922 -1.15818 0.435
H 2.55373 -0.75312 -1.05598 0.274
H 3.24003 -3.23542 0.17232 0.280
H 4.11543 -1.70932 0.22982 0.370
H 5.11413 -3.82632 -1.18628 0.382
H 5.24163 -2.19532 -1.87798 0.303
H 3.05293 -4.25212 -2.41228 0.322
H 4.01493 -3.36942 -3.61538 0.344
O -1.62697 6.47928 0.78422 -0.490
C -1.56387 6.09488 -0.51828 0.672
O -1.97027 6.84538 -1.37238 -0.591
C -0.98427 4.77418 -0.79438 0.822
C -0.82467 3.76498 0.16492 -0.775
C -0.29167 2.54988 -0.18728 -0.923
C 0.08503 2.29138 -1.51228 0.979
S 0.71883 0.75748 -1.96378 -0.651
C -0.06227 3.30388 -2.46798 -0.805
C -0.59417 4.51608 -2.11378 -0.736
H -1.23897 5.81008 1.36442 0.307
H -1.15107 3.90128 1.19142 0.210
H -0.17427 1.75718 0.55992 0.729
H 0.22813 3.10028 -3.48688 0.456
H -0.71957 5.29938 -2.84688 0.404
C -5.26477 -0.73362 -0.61968 -0.690
O -4.23817 -1.64162 -0.28338 -0.313
C -2.98897 -1.16542 -0.21518 0.427
S -1.82037 -2.31352 0.18772 -0.377
S -2.64107 0.43358 -0.51728 -0.352
H -6.17807 -1.31702 -0.71498 0.232
H -5.03557 -0.22632 -1.55988 0.341
H -5.38197 0.02718 0.15892 0.299

***

# 3
45
Properties=species:S:1:pos:R:3:mulliken_charge:R:1 method="wB97M-V/def2-TZVPD" orbital_gap_ha=0.2959 total_charge=0 multiplicity=1 smiles="COc1cc2c(cc1O)CCC1=C2CC[C@]2(C)C(=O)C[C@@H]3C[C@@]132" de_lowest_ev=1.895 e_tot_ev=-27238.2913
C -3.50949 2.60591 3.14678 -0.876
O -3.45851 1.26646 3.63007 -0.514
C -2.65469 0.39219 2.89326 0.797
C -1.72773 0.79955 1.93214 -0.926
C -1.11641 -0.13755 1.08358 -0.099
C -1.36070 -1.51767 1.33965 0.435
C -2.14936 -1.92757 2.42463 -1.044
C -2.79095 -0.97532 3.18568 0.371
O -3.63197 -1.38702 4.18719 -0.647
C -0.63598 -2.55251 0.51559 -1.220
C -0.49006 -2.04440 -0.95655 -1.130
C 0.18048 -0.69193 -0.91059 0.765
C -0.17534 0.27277 0.03999 1.244
C 0.44568 1.64597 0.06210 -1.751
C 1.46537 1.92401 -1.06745 -1.809
C 2.29336 0.68436 -1.44857 1.726
C 3.07483 0.21749 -0.17114 -1.599
C 3.26227 0.65341 -2.62150 -0.254
O 4.02911 1.52917 -3.01825 -0.634
C 3.14373 -0.65924 -3.36756 -0.904
C 1.75115 -1.16558 -3.03397 -0.644
C 0.63109 -0.16872 -3.32309 -1.133
C 1.21511 -0.30990 -1.91451 0.758
H -3.55335 2.71866 2.06703 0.378
H -2.66418 3.18616 3.57022 0.304
H -4.41609 3.04088 3.56470 0.266
H -1.47713 1.81876 1.80956 0.698
H -2.27525 -2.95432 2.68479 0.452
H -4.02688 -0.56464 4.58567 0.363
H 0.37263 -2.74961 0.97228 0.336
H -1.14774 -3.52795 0.54513 0.468
H -1.46427 -1.99396 -1.44811 0.390
H 0.07218 -2.78084 -1.50774 0.287
H 0.95159 1.74801 0.96856 0.572
H -0.32388 2.44095 -0.00313 0.600
H 2.15128 2.70173 -0.84071 0.605
H 0.89583 2.21222 -1.95323 0.459
H 3.79220 0.99314 0.12939 0.342
H 2.39314 -0.00593 0.64256 0.403
H 3.67361 -0.70880 -0.39183 0.392
H 3.27018 -0.57995 -4.43938 0.414
H 3.95121 -1.26743 -2.97329 0.352
H 1.51229 -2.22542 -3.08400 0.376
H -0.33519 -0.61439 -3.50769 0.372
H 0.85680 0.65888 -3.99823 0.258

***

# 4
43
Properties=species:S:1:pos:R:3:mulliken_charge:R:1 method="wB97M-V/def2-TZVPD" orbital_gap_ha=0.2047 total_charge=+1 multiplicity=1 de_lowest_ev=1.359 e_tot_ev=-21104.3008
C 3.41064 1.20482 2.78803 -1.199
C 3.20274 0.81573 1.38575 0.028
C 2.01110 1.10035 0.74317 0.084
C 1.82755 0.90380 -0.61549 -0.734
C 0.49843 0.90453 -1.30349 0.649
C 0.74836 1.30229 -2.78496 -1.650
H 4.33927 0.76001 3.15388 0.364
H 3.47297 2.29341 2.89299 0.380
H 2.57378 0.87507 3.41745 0.301
H 3.96912 0.24842 0.85422 0.392
H 1.24759 1.66289 1.33151 0.298
H 2.74196 0.67820 -1.26075 0.354
H -0.27009 1.45747 -0.74837 0.401
H -0.15019 1.76570 -3.20186 0.312
H 1.59825 2.01353 -2.83130 0.491
H 0.97297 0.41773 -3.41845 0.364
C 0.35983 -1.91818 4.33515 -1.575
C 0.04559 -1.59742 2.92083 1.159
C 0.78870 -2.21286 1.88762 -0.844
C 0.53920 -1.89602 0.56897 -0.503
C -0.39690 -0.88339 0.23551 0.220
C -0.33524 -0.36300 -1.20236 0.414
C -1.68994 -0.18861 -1.91239 -0.088
C -1.77943 -0.61704 -3.23335 -0.320
C -2.68722 -0.04510 -4.10631 -0.657
C -3.62678 0.87116 -3.63112 -0.428
C -3.69334 1.14187 -2.26153 -0.800
C -2.76242 0.55503 -1.38337 -0.079
C -1.16425 -0.34791 1.25419 0.067
C -0.92984 -0.68735 2.59405 -1.422
H -0.24452 -1.33098 5.01190 0.399
H 0.20658 -2.96024 4.59078 0.388
H 1.40393 -1.70953 4.55543 0.328
H 1.56730 -2.94151 2.17215 0.404
H 1.04156 -2.46952 -0.20262 0.408
H 0.25259 -1.07105 -1.78229 0.862
H -1.13698 -1.40111 -3.59241 0.451
H -2.67620 -0.29340 -5.16530 0.396
H -4.32796 1.37403 -4.31002 0.384
H -4.46724 1.80945 -1.85088 0.396
H -2.94662 0.68621 -0.31070 0.207
H -2.01275 0.30458 1.03855 0.054
H -1.52210 -0.21207 3.37717 0.342

***

# 5
71
Properties=species:S:1:pos:R:3:mulliken_charge:R:1 method="wB97M-V/def2-TZVPD" orbital_gap_ha=0.0408 total_charge=-1 multiplicity=1 e_tot_ev=-183869.5625
O -0.51638 -0.92164 -0.94531 -0.392
C 0.49953 -0.34284 -1.25293 0.149
O 1.04103 -0.58302 -2.57118 -0.259
C 1.26750 0.70347 -0.40919 0.762
F 1.80665 0.13838 0.67825 -0.269
F 2.27010 1.20135 -1.15769 -0.317
C 0.33059 1.86798 0.03638 0.648
F -0.40251 1.56186 1.10390 -0.257
F 1.15621 2.88458 0.44364 -0.270
C -0.54002 2.44034 -1.11858 0.834
F 0.22528 2.69790 -2.21284 -0.259
F -0.96371 3.66686 -0.65850 -0.178
C -1.74569 1.68004 -1.48761 -0.470
O -1.70410 0.99239 -2.66198 -0.685
B -3.06244 1.55839 -0.61266 1.187
O -3.17464 0.91082 0.58809 -0.435
B -4.38990 0.31821 0.78655 0.369
O -5.30895 0.15990 -0.28996 -0.514
B -5.24024 1.15879 -1.19672 0.580
O -4.27735 2.17623 -1.10564 -0.723
H 0.68038 0.17395 -3.05931 0.428
H -4.71433 -0.09146 1.84530 -0.093
H -6.04468 1.14269 -2.11186 -0.192
K -4.05578 1.97489 -3.34820 1.024
C -5.05551 -3.95329 -1.16853 -0.587
C -5.39780 -5.29308 -1.28714 -0.403
C -6.72829 -5.68000 -1.20435 -0.425
C -7.71831 -4.72621 -1.01121 -0.364
C -7.37652 -3.38602 -0.89568 -0.522
C -6.04506 -2.99904 -0.97056 -0.030
H -4.01692 -3.65260 -1.22843 0.508
H -4.62643 -6.03618 -1.44250 0.377
H -6.99405 -6.72595 -1.29018 0.350
H -8.75633 -5.02817 -0.95023 0.358
H -8.14870 -2.64159 -0.74573 0.374
H -5.77920 -1.95647 -0.87426 0.410
Cl 0.25112 -1.46436 1.73045 -0.678
Al -0.53258 0.11650 -4.22495 -0.060
O 3.14276 -4.35158 0.58265 -0.638
S 4.16113 -3.53956 -0.00269 1.223
O 4.96108 -4.04605 -1.08215 -0.658
O 5.12169 -3.00952 1.14964 -0.276
C 5.73102 -3.97782 2.02624 -0.351
C 6.85924 -4.73963 1.36180 -0.956
C 3.50281 -1.97586 -0.46840 -0.932
H 4.96887 -4.65541 2.41496 0.336
H 6.12086 -3.41239 2.86912 0.242
H 6.49109 -5.36484 0.54874 0.383
H 7.35746 -5.38381 2.08248 0.330
H 7.58868 -4.04962 0.93577 0.233
H 2.92288 -1.58668 0.37178 0.322
H 2.86997 -2.15067 -1.33692 0.341
H 4.31861 -1.30753 -0.73329 0.374
N 0.27736 6.67264 2.44317 -0.532
C 0.05081 7.92590 2.03058 -0.404
C 0.01069 8.31066 0.69599 -0.217
C 0.22190 7.35488 -0.26705 -0.680
C 0.46680 6.02413 0.13505 0.405
C 0.47926 5.75078 1.52007 -0.455
H -0.11285 8.64802 2.82197 0.327
H -0.18742 9.33784 0.42710 0.371
H 0.19756 7.61457 -1.31336 0.404
H 0.62241 5.20311 -0.58241 0.415
H 0.64806 4.74614 1.88406 0.611
O -3.17610 6.88088 0.98712 -0.807
H -2.35391 6.79122 1.48341 0.282
Br 2.15344 5.69946 -1.52332 -0.394
C 9.61554 -4.40952 3.69147 0.868
O 10.12669 -5.48331 3.37979 -0.432
O 8.39317 -4.24180 3.94998 -0.355
O 10.23649 -3.31823 3.79793 -0.357